(1)
{"formula": "C17H45CdClN3O6", "method": "ωB97M-V/def2-TZVPD", "elements": ["Cd", "Cl", "C", "O", "C", "C", "N", "C", "C", "O", "C", "H", "H", "H", "H", "H", "H", "H", "H", "H", "H", "H", "H", "H", "H", "H", "C", "O", "C", "C", "N", "C", "C", "O", "C", "H", "H", "H", "H", "H", "H", "H", "H", "H", "H", "H", "H", "H", "H", "H", "C", "C", "C", "O", "C", "N", "H", "H", "H", "H", "H", "H", "H", "H", "H", "H", "H", "C", "O", "H", "H", "H", "H"], "positions_angstrom": [[-2.5350, -0.4192, 0.6262], [0.0239, -0.4621, 0.6792], [2.7428, 6.0769, -1.1540], [1.4850, 5.8871, -1.7233], [1.1667, 4.6628, -2.3927], [1.1422, 3.2753, -1.5492], [-0.0270, 3.2249, -0.6238], [0.0667, 4.3197, 0.3439], [-0.8948, 4.1974, 1.5104], [-0.9040, 2.9169, 2.1378], [0.3497, 2.4418, 2.6854], [2.7432, 7.0885, -0.7480], [3.5306, 6.0364, -1.9063], [3.0421, 5.3973, -0.3562], [1.7390, 4.5880, -3.3173], [0.1547, 4.8655, -2.7432], [2.0680, 3.0105, -1.0385], [0.9421, 2.4776, -2.2646], [0.0249, 2.3759, -0.0792], [-0.0835, 5.3116, -0.0822], [1.0980, 4.3615, 0.6943], [-1.8629, 4.5151, 1.1231], [-0.6151, 4.9366, 2.2611], [0.3130, 1.5106, 3.2506], [0.8452, 3.1156, 3.3844], [1.0456, 2.3645, 1.8500], [1.2965, -1.6502, -6.5128], [0.8510, -1.7231, -5.1466], [1.4897, -0.7982, -4.3501], [1.0612, -0.7405, -2.8563], [0.5469, -2.0419, -2.3458], [1.6519, -2.9800, -2.0985], [0.9242, -4.1425, -1.3682], [-0.2795, -4.6736, -1.9035], [-0.5320, -5.9830, -1.4358], [2.3535, -1.4929, -6.7273], [0.6685, -0.9432, -7.0550], [1.1116, -2.6127, -6.9899], [1.3572, 0.2654, -4.5484], [2.5596, -0.9764, -4.2429], [0.2716, -0.0308, -2.6092], [1.8769, -0.3045, -2.2796], [0.0896, -1.8827, -1.4594], [2.3635, -2.5744, -1.3793], [2.1771, -3.2936, -3.0006], [1.0444, -4.0425, -0.2895], [1.6297, -4.9733, -1.3871], [-1.5885, -6.1721, -1.6260], [-0.4960, -5.8694, -0.3523], [0.2201, -6.6588, -1.8427], [-2.3370, 0.5797, 4.6341], [-2.3284, -0.1705, 3.3160], [-3.1423, -1.4628, 3.3638], [-3.1264, -2.0921, 2.0702], [-3.8540, -3.3335, 1.9573], [-2.6408, 0.7711, 2.2944], [-2.0117, -0.1430, 5.3823], [-3.2871, 0.8090, 5.1165], [-1.7096, 1.4701, 4.6764], [-1.3066, -0.4886, 3.1090], [-4.1537, -1.2623, 3.7174], [-2.7321, -2.2222, 4.0296], [-3.5635, -4.1131, 2.6615], [-3.5874, -3.7385, 0.9811], [-4.9135, -3.1739, 2.1573], [-1.9902, 1.5435, 2.3046], [-3.2935, 1.3346, 2.8203], [1.8592, -2.9638, 3.1632], [1.0781, -1.7850, 3.4986], [1.2599, -3.5372, 2.4559], [2.8730, -2.7822, 2.8063], [1.8933, -3.5728, 4.0665], [0.7636, -1.4485, 2.6564]], "homo_lumo_gap_ha": 0.192, "total_charge": 1, "e_lumo_ev": -5.405, "e_tot_ha": -1917.9075}

(2)
{"formula": "C31H32BFO8", "method": "ωB97M-V/def2-TZVPD", "elements": ["C", "C", "C", "F", "B", "C", "C", "C", "C", "H", "H", "H", "H", "H", "H", "H", "H", "H", "H", "H", "H", "H", "H", "H", "H", "O", "C", "C", "C", "C", "O", "C", "C", "H", "H", "H", "H", "O", "C", "C", "C", "C", "O", "C", "C", "H", "H", "H", "H", "O", "C", "C", "C", "C", "O", "C", "C", "H", "H", "H", "H", "O", "C", "C", "C", "C", "O", "C", "C", "H", "H", "H", "H"], "positions_angstrom": [[2.6708, 4.6615, 1.6108], [1.5317, 4.3935, 0.6077], [0.7390, 3.0810, 0.8402], [-0.5359, 3.3741, 1.3570], [1.4428, 2.0065, 1.7940], [1.0022, 1.8029, 3.3347], [2.2224, 2.1697, 4.2537], [1.7163, 2.8667, 5.5588], [3.0662, 0.9304, 4.6605], [3.5391, 4.0041, 1.4715], [3.0466, 5.6763, 1.4040], [2.3377, 4.6845, 2.6539], [0.8154, 5.2215, 0.6991], [1.8804, 4.3935, -0.4303], [0.5637, 2.5935, -0.1346], [2.3076, 1.2747, 1.4153], [0.7568, 0.7297, 3.5114], [0.0884, 2.3616, 3.5786], [2.8805, 2.8375, 3.6831], [0.6815, 3.2154, 5.4760], [1.7650, 2.1363, 6.3755], [2.3647, 3.7264, 5.7738], [2.4387, 0.0754, 4.9422], [3.7205, 0.6306, 3.8339], [3.6391, 1.2145, 5.5538], [0.1696, 7.0204, -1.4931], [-0.6355, 6.3156, -2.0663], [-1.6055, 5.4888, -1.3138], [-2.4864, 4.7132, -1.9431], [-2.5329, 4.6471, -3.4210], [-3.3358, 3.9410, -3.9948], [-1.5629, 5.4743, -4.1744], [-0.6819, 6.2498, -3.5449], [-1.5570, 5.5487, -0.2338], [-3.2021, 4.1008, -1.4098], [-1.6116, 5.4121, -5.2541], [0.0350, 6.8616, -4.0774], [-4.2892, -3.9808, 2.3190], [-3.3065, -3.2714, 2.2946], [-3.4136, -1.8227, 2.0069], [-2.3337, -1.0440, 1.9766], [-0.9836, -1.5943, 2.2318], [-0.0006, -0.8798, 2.2048], [-0.8763, -3.0401, 2.5202], [-1.9553, -3.8203, 2.5496], [-4.4091, -1.4390, 1.8237], [-2.3902, 0.0172, 1.7673], [0.1202, -3.4233, 2.7021], [-1.8973, -4.8793, 2.7562], [-1.1818, -5.9061, 0.6351], [-0.1118, -5.9917, 0.0679], [0.3842, -4.8953, -0.7944], [1.5574, -4.9894, -1.4188], [2.4113, -6.1898, -1.2757], [3.4801, -6.2742, -1.8438], [1.9139, -7.2855, -0.4117], [0.7416, -7.1930, 0.2137], [-0.2514, -4.0252, -0.8880], [1.9388, -4.1991, -2.0539], [2.5520, -8.1551, -0.3196], [0.3607, -7.9823, 0.8495], [-1.5318, -2.6736, -7.7008], [-1.4316, -2.7303, -6.4946], [-2.0072, -1.6786, -5.6256], [-1.8943, -1.7412, -4.3001], [-1.1908, -2.8645, -3.6422], [-1.0901, -2.9209, -2.4322], [-0.6153, -3.9164, -4.5099], [-0.7278, -3.8543, -5.8353], [-2.5184, -0.8657, -6.1251], [-2.3074, -0.9824, -3.6478], [-0.1043, -4.7296, -4.0100], [-0.3148, -4.6133, -6.4873]], "homo_lumo_gap_ha": 0.303, "e_lumo_ev": -1.826, "e_tot_ha": -1926.9249, "smiles": "CC[C@H](F)BCC(C)C.O=C1C=CC(=O)C=C1.O=C1C=CC(=O)C=C1.O=C1C=CC(=O)C=C1.O=C1C=CC(=O)C=C1"}

(3)
{"formula": "C5H13NO2", "method": "ωB97M-V/def2-TZVPD", "elements": ["C", "C", "C", "C", "O", "O", "H", "H", "H", "H", "H", "H", "H", "H", "C", "N", "H", "H", "H", "H", "H"], "positions_angstrom": [[-0.8019, -0.5114, 0.5928], [-1.9189, -1.3625, 0.0012], [-1.3442, 0.8057, 1.1359], [0.2825, -0.0908, -1.0416], [0.3977, -1.2777, -1.7190], [-0.0803, 0.9364, -1.5750], [-0.1552, -1.1913, -2.5108], [-0.3722, -1.0956, 1.4247], [-2.3895, -0.8469, -0.8434], [-1.7189, 1.4291, 0.3180], [-2.7026, -1.5744, 0.7389], [-1.5489, -2.3300, -0.3477], [-0.5717, 1.3823, 1.6557], [-2.1675, 0.6514, 1.8445], [2.3970, 1.2751, 0.0560], [1.7647, -0.0383, -0.1030], [2.3767, -0.7205, -0.5485], [0.9075, -0.2897, 0.6251], [2.9878, 1.2914, 0.9718], [3.0267, 1.5126, -0.8016], [1.6313, 2.0452, 0.1262]], "homo_lumo_gap_ha": 0.327, "e_lumo_ev": 0.801, "e_tot_ha": -403.4430}

(4)
{"formula": "C23H27FMoN4O8", "method": "ωB97M-V/def2-TZVPD", "elements": ["Mo", "O", "C", "C", "N", "C", "C", "O", "O", "C", "C", "O", "O", "H", "H", "H", "H", "H", "H", "H", "H", "H", "F", "C", "C", "C", "C", "O", "C", "C", "N", "C", "C", "C", "C", "C", "C", "N", "C", "C", "N", "C", "C", "C", "O", "O", "H", "H", "H", "H", "H", "H", "H", "H", "H", "H", "H", "H", "H", "H", "H", "H", "H", "H"], "positions_angstrom": [[-0.9128, 0.0634, -3.5929], [-0.5473, -1.6373, -4.9529], [-0.1511, -1.1189, -6.2783], [-1.2965, -0.2489, -6.7109], [-1.6079, 0.7730, -5.6374], [-3.0968, 0.9389, -5.5341], [-3.6645, -0.1531, -4.6313], [-4.6859, -0.6938, -4.6364], [-2.6110, -0.4207, -3.6585], [-0.9587, 2.0925, -5.8614], [-0.8228, 2.8153, -4.5269], [-0.5341, 3.9184, -4.3188], [-1.0547, 1.8621, -3.4550], [-0.2603, -2.5594, -4.8399], [0.7920, -0.5855, -6.1705], [-0.0100, -1.9464, -6.9702], [-1.0919, 0.2370, -7.6653], [-2.1807, -0.8721, -6.8348], [-3.3365, 1.8950, -5.0630], [-3.5783, 0.9116, -6.5103], [0.0472, 1.9588, -6.2643], [-1.5160, 2.7209, -6.5565], [-2.7138, -0.6234, 2.7457], [-1.4628, -0.4830, 2.3194], [-1.2640, -0.4250, 0.9877], [0.0380, -0.2501, 0.4577], [0.3017, -0.1736, -0.9054], [-0.7465, -0.2917, -1.7810], [1.6112, -0.0073, -1.3644], [2.6286, 0.0626, -0.4228], [2.4053, 0.0122, 0.8809], [3.5512, 0.0714, 1.8022], [4.7210, 0.9479, 1.4883], [3.7891, 1.3266, 2.5958], [1.1169, -0.1448, 1.3843], [0.8901, -0.2104, 2.7501], [-0.3964, -0.3778, 3.2935], [-0.6301, -0.4263, 4.6269], [0.3946, -0.1222, 5.6326], [0.5466, -1.2598, 6.6348], [-0.7991, -1.6203, 7.2442], [-1.9028, -0.7294, 6.7481], [-1.9598, -0.7279, 5.2278], [2.0319, 0.0742, -2.7789], [3.1102, 0.1188, -3.2261], [0.8713, 0.0853, -3.6342], [-2.1244, -0.5021, 0.3375], [3.6565, 0.1622, -0.7452], [3.7360, -0.8889, 2.2661], [4.7091, 1.5684, 0.6011], [5.6972, 0.5556, 1.7359], [3.1295, 2.1662, 2.4131], [4.1192, 1.2235, 3.6206], [1.7458, -0.1279, 3.3965], [0.1252, 0.8060, 6.1390], [1.3657, 0.0532, 5.1878], [1.2235, -0.9614, 7.4319], [0.9429, -2.1554, 6.1632], [-0.7516, -1.5743, 8.2657], [-1.0277, -2.5923, 7.0247], [-1.7370, 0.2616, 7.1628], [-2.8493, -1.0954, 7.1407], [-2.7009, 0.0178, 4.9521], [-2.3136, -1.6936, 4.8683]], "homo_lumo_gap_ha": 0.177, "total_charge": 4, "e_lumo_ev": -14.079, "e_tot_ha": -1880.1925}

Repeat the third record exactly.
{"formula": "C5H13NO2", "method": "ωB97M-V/def2-TZVPD", "elements": ["C", "C", "C", "C", "O", "O", "H", "H", "H", "H", "H", "H", "H", "H", "C", "N", "H", "H", "H", "H", "H"], "positions_angstrom": [[-0.8019, -0.5114, 0.5928], [-1.9189, -1.3625, 0.0012], [-1.3442, 0.8057, 1.1359], [0.2825, -0.0908, -1.0416], [0.3977, -1.2777, -1.7190], [-0.0803, 0.9364, -1.5750], [-0.1552, -1.1913, -2.5108], [-0.3722, -1.0956, 1.4247], [-2.3895, -0.8469, -0.8434], [-1.7189, 1.4291, 0.3180], [-2.7026, -1.5744, 0.7389], [-1.5489, -2.3300, -0.3477], [-0.5717, 1.3823, 1.6557], [-2.1675, 0.6514, 1.8445], [2.3970, 1.2751, 0.0560], [1.7647, -0.0383, -0.1030], [2.3767, -0.7205, -0.5485], [0.9075, -0.2897, 0.6251], [2.9878, 1.2914, 0.9718], [3.0267, 1.5126, -0.8016], [1.6313, 2.0452, 0.1262]], "homo_lumo_gap_ha": 0.327, "e_lumo_ev": 0.801, "e_tot_ha": -403.4430}